Molecular formula: C7H12
Method: DFT, ωB97M-V/def2-TZVPD

CARTESIAN COORDINATES (ANGSTROEM)
C: -1.910 -0.769 -2.951
C: -1.520 0.288 -1.951
C: -0.334 0.407 -1.411
C: 0.830 0.496 -0.820
C: 1.146 -0.194 0.490
C: 0.710 0.646 1.695
C: 0.977 -0.053 3.024
H: -1.035 -1.313 -3.315
H: -2.426 -0.329 -3.811
H: -2.595 -1.497 -2.500
H: -2.300 0.985 -1.640
H: 1.599 1.136 -1.250
H: 0.639 -1.165 0.524
H: 2.222 -0.400 0.558
H: -0.361 0.857 1.588
H: 1.220 1.618 1.670
H: 0.453 -1.015 3.069
H: 2.047 -0.251 3.161
H: 0.638 0.553 3.870

SMILES: CC=C=CCCC
lowest unoccupied orbital energy: 1.094 eV

***

Molecular formula: C28H27FeN4O4PS2
Method: DFT, ωB97M-V/def2-TZVPD

CARTESIAN COORDINATES (ANGSTROEM)
Fe: -0.120 -0.008 -0.124
C: 0.863 4.165 3.315
C: -0.557 4.568 2.961
O: -0.854 4.323 1.593
P: -1.178 2.730 1.168
S: -1.595 0.359 1.520
S: 0.272 2.356 -0.199
O: -2.501 3.025 0.220
C: -3.745 3.125 0.916
C: -4.866 2.759 -0.033
H: 1.062 4.354 4.371
H: 1.578 4.727 2.714
H: 1.016 3.103 3.121
H: -0.704 5.641 3.108
H: -1.272 4.038 3.601
H: -3.861 4.150 1.285
H: -3.738 2.446 1.776
H: -4.832 3.387 -0.924
H: -5.835 2.896 0.448
H: -4.779 1.715 -0.339
O: 5.125 -3.039 3.946
N: 4.096 -3.725 3.742
O: 3.996 -4.886 4.197
C: 3.042 -3.219 2.983
C: 1.942 -4.060 2.776
C: 0.855 -3.676 1.989
C: -0.255 -4.514 1.714
C: -1.254 -4.066 0.891
C: -1.173 -2.786 0.342
N: -0.151 -1.973 0.600
C: 0.832 -2.386 1.405
C: 1.925 -1.471 1.670
N: 1.799 -0.249 1.121
C: 2.792 0.616 1.245
C: 3.952 0.302 1.938
C: 4.086 -0.935 2.534
C: 3.052 -1.884 2.418
H: 1.962 -5.039 3.228
H: -0.294 -5.502 2.154
H: -2.108 -4.687 0.659
H: -1.942 -2.408 -0.317
H: 2.641 1.588 0.794
H: 4.744 1.035 2.014
H: 4.972 -1.201 3.083
N: -1.889 0.443 -1.491
C: -1.701 0.822 -2.846
C: -2.373 1.933 -3.344
C: -2.186 2.337 -4.654
C: -1.318 1.626 -5.469
C: -0.625 0.543 -4.957
C: -0.787 0.123 -3.635
C: 0.094 -0.947 -3.100
C: 0.404 -1.998 -3.972
C: 1.412 -2.900 -3.689
C: 2.155 -2.717 -2.533
C: 1.806 -1.713 -1.645
C: 0.735 -0.836 -1.848
H: -2.372 1.169 -0.968
H: -2.403 -0.425 -1.375
H: -3.034 2.480 -2.685
H: -2.707 3.207 -5.032
H: -1.155 1.935 -6.494
H: 0.102 0.035 -5.577
H: -0.158 -2.095 -4.894
H: 1.625 -3.717 -4.367
H: 2.988 -3.371 -2.304
H: 2.398 -1.627 -0.744

net charge: -1
lowest unoccupied orbital energy (spin up / spin down): 1.820 / 2.156 eV
multiplicity: 6
⟨S²⟩: 8.926

***

Molecular formula: C3H4N2O
Method: DFT, ωB97M-V/def2-TZVPD

CARTESIAN COORDINATES (ANGSTROEM)
C: -1.399 1.008 -1.602
C: -0.593 1.158 -0.524
C: 0.773 -0.677 1.090
N: -2.091 0.820 -2.523
N: -0.064 -0.969 -0.120
O: -0.148 1.805 0.352
H: 0.967 -1.732 1.496
H: 1.672 -0.214 0.790
H: 0.240 -0.188 1.915
H: 0.644 -1.011 -0.873

lowest unoccupied orbital energy (spin up / spin down): -1.335 / -1.435 eV

***

Molecular formula: C24H26BNO4
Method: DFT, ωB97M-V/def2-TZVPD

CARTESIAN COORDINATES (ANGSTROEM)
C: 5.658 1.442 -0.488
C: 4.336 2.012 -0.131
C: 3.947 3.145 0.525
C: 2.524 3.239 0.347
C: 2.182 2.386 -0.670
B: 2.228 -0.535 1.059
O: 3.182 -1.315 1.611
C: 2.108 -2.025 2.285
C: 0.615 -1.635 1.739
C: -0.393 -2.524 2.398
C: 0.674 -1.698 0.147
O: 1.671 -0.742 -0.221
C: 0.363 -0.088 1.958
O: 1.627 0.529 1.807
O: 3.197 1.470 -0.744
H: 6.278 2.357 -0.567
H: 6.048 0.871 0.382
H: 5.732 0.853 -1.441
H: 4.659 3.848 0.985
H: 1.869 3.644 1.107
H: 2.309 -3.063 1.992
H: 2.198 -1.850 3.376
H: -1.292 -2.681 1.771
H: 0.108 -3.484 2.567
H: -0.600 -2.140 3.415
H: 1.026 -2.688 -0.206
H: -0.327 -1.464 -0.283
H: -0.270 0.303 1.161
H: -0.101 0.179 2.916
C: 0.094 2.434 -0.948
C: -0.645 1.560 -0.100
N: -1.584 0.671 -0.627
C: -2.536 -0.013 0.192
C: -2.849 0.209 1.530
C: -3.797 -0.636 2.150
C: -4.410 -1.653 1.396
C: -4.135 -1.828 0.034
C: -3.202 -0.987 -0.573
C: -2.742 -0.819 -1.935
C: -1.742 0.193 -1.956
C: -1.226 0.641 -3.152
C: -1.789 0.157 -4.334
C: -2.766 -0.849 -4.338
C: -3.235 -1.366 -3.118
H: 0.219 3.426 -0.484
H: 1.208 1.865 -1.086
H: -0.128 2.449 -2.023
H: -1.036 2.024 0.836
H: -2.371 0.996 2.096
H: -4.080 -0.491 3.188
H: -5.148 -2.294 1.878
H: -4.635 -2.581 -0.594
H: -0.405 1.355 -3.202
H: -1.457 0.581 -5.265
H: -3.175 -1.217 -5.291
H: -3.983 -2.173 -3.073

lowest unoccupied orbital energy: 0.483 eV

***

Energy relative to the best compared isomer or geometry (same formula, charge and spin) values, unit eV, following the record order: 1.340; 0.479; 4.865; 2.574.